# 1
Density functional theory data (the ωB97M-V functional and the def2-TZVPD basis) for a cluster of 2 separate species, C5H16NOS in total.

Properties
HOMO energy   -0.4520 hartree
Frontier orbital gap   9.5 eV

```
! RIJCOSX wB97M-V def2-TZVPD def2/J DEFGRID3
* xyz 1 1
C -2.01817 1.61239 0.11517
C -0.84046 0.65454 0.11385
C 0.50248 1.39247 -0.25652
C 1.77492 0.79952 0.28788
S 2.02819 -0.90830 -0.36291
C 3.55017 -1.37113 0.50771
N -1.01350 -0.46071 -0.91982
H -2.93413 1.10505 0.40220
H -1.74885 2.40136 0.81645
H -1.91577 2.06345 -0.88222
H -0.63305 0.04624 1.00207
H 0.36879 2.43094 0.07764
H 0.41178 1.56503 -1.33973
H 1.79908 0.59670 1.35622
H 2.56754 1.45908 -0.06841
H 4.40626 -0.82174 0.11258
H 3.50494 -1.08586 1.56254
H 3.69561 -2.44568 0.42439
H -1.79746 -1.02656 -0.54608
H -0.14725 -1.01161 -0.83876
H -1.22531 -0.12999 -1.85692
H -3.80047 -2.61013 -0.54913
H -3.38425 -2.14415 0.88746
O -3.15109 -2.11091 -0.04566
*
```

---

# 2
Density functional theory data (the ωB97M-V functional and the def2-TZVPD basis) for a structure of composition C28H32N12Yb.

Properties
HOMO energy (alpha / beta)   -0.4112 / -0.4113 hartree
Frontier orbital gap (alpha / beta)   6.6 / 6.7 eV

```
! RIJCOSX wB97M-V def2-TZVPD def2/J DEFGRID3
* xyz 1 2
Yb 0.56608 -0.31153 -0.21701
C -1.47958 3.29492 1.47453
C -1.89812 3.04934 0.05207
C -2.26634 4.10458 -0.77571
C -2.66063 3.89068 -2.08659
C -2.66527 2.61013 -2.61488
C -2.28614 1.52835 -1.83386
C -2.26870 0.12878 -2.39539
C -1.93011 1.75971 -0.49861
N -1.55067 0.61972 0.27586
C -2.27693 0.16564 1.22738
C -3.59199 0.73143 1.63513
C -1.73320 -1.03469 1.94522
C -2.53334 -1.67836 3.02479
N -0.59397 -1.44746 1.54059
C 0.07990 -2.53873 2.16936
C 0.07291 -3.77376 1.51437
C -0.74324 -3.96383 0.26360
C 0.78074 -4.82028 2.08645
C 1.47808 -4.63531 3.26963
C 1.47139 -3.40252 3.90145
C 0.76733 -2.32986 3.36824
C 0.77257 -0.98311 4.04381
H -1.39257 4.36394 1.65810
H -0.51460 2.83640 1.68666
H -2.20324 2.90244 2.19360
H -2.25202 5.11135 -0.37768
H -2.96309 4.72855 -2.70098
H -2.95553 2.44594 -3.64517
H -2.49044 0.14256 -3.45971
H -3.00622 -0.50947 -1.90547
H -1.28492 -0.34893 -2.28093
H -3.85743 1.58384 1.01644
H -3.56590 1.03647 2.68304
H -4.37001 -0.02976 1.54618
H -3.51802 -1.95754 2.64484
H -2.69446 -0.98887 3.85558
H -2.02883 -2.56830 3.39170
H -1.81354 -3.90036 0.47718
H -0.53706 -4.93553 -0.17806
H -0.49517 -3.21261 -0.49001
H 0.78610 -5.78573 1.59718
H 2.02881 -5.45851 3.70508
H 2.03023 -3.25799 4.81741
H 1.55421 -0.94585 4.79939
H -0.17572 -0.78488 4.55121
H 0.94432 -0.17314 3.33212
N 4.05048 -0.68691 0.92937
C 3.49002 -1.67072 0.15599
N 4.12347 -2.69194 -0.38549
N 3.20045 -3.34200 -1.10486
N 2.05931 -2.76362 -1.01751
N 2.18917 -1.68060 -0.20059
C 3.33067 0.39169 1.35838
N 3.73405 1.34511 2.17708
N 2.70040 2.18608 2.28296
N 1.70612 1.78520 1.57674
N 2.06382 0.62899 0.95528
H 5.01052 -0.79237 1.21638
N 1.86828 1.13313 -1.93950
C 1.63675 1.55233 -3.30830
C 0.62136 2.45910 -3.57359
C 0.38231 2.86310 -4.87785
C 1.15416 2.36151 -5.91594
C 2.17031 1.45790 -5.64420
C 2.41691 1.05417 -4.33984
H 2.75726 0.64136 -1.90777
H 1.99504 1.97035 -1.37508
H 0.02681 2.86253 -2.75984
H -0.40693 3.57503 -5.08086
H 0.97413 2.67918 -6.93398
H 2.78853 1.06798 -6.44124
H 3.22090 0.35559 -4.13385
*
```

---

# 3
Density functional theory data (the ωB97M-V functional and the def2-TZVPD basis) for a structure of composition C26H43BrN6P2Sr.

Properties
HOMO energy (alpha / beta)   -0.4038 / -0.4038 hartree
Frontier orbital gap (alpha / beta)   3.9 / 3.8 eV

```
! RIJCOSX wB97M-V def2-TZVPD def2/J DEFGRID3
* xyz 2 1
N -6.29261 5.10222 -4.33581
C -6.18615 5.74207 -3.16454
C -5.32057 5.32540 -2.13736
C -4.40002 4.26438 -2.37633
C -4.59001 3.58012 -3.60870
C -5.52994 4.02945 -4.54768
C -3.31587 3.87132 -1.46773
Sr -0.27833 2.91362 0.42616
P 5.37594 -0.50537 0.39535
C -2.15744 3.21980 -1.87797
C -1.77439 1.88272 -1.45858
C -0.54983 1.28630 -1.89371
C -0.19444 0.01175 -1.49895
C -0.78826 -0.60664 -0.34177
C -1.82026 0.16355 0.27338
C -2.40680 1.26292 -0.33960
Br 1.39975 -0.34049 1.08192
H -3.40974 4.16508 -0.40986
H -1.56982 3.66355 -2.70178
H -5.37790 5.83382 -1.18047
H -4.00907 2.69029 -3.83935
H -6.82859 6.62325 -3.05388
H -5.64650 3.50305 -5.50163
H 0.08665 1.89134 -2.56065
H -3.32994 1.68119 0.08668
H 0.63822 -0.48149 -2.00616
H -2.19207 -0.15528 1.25481
P -0.85267 -2.41436 0.01851
C 4.81385 1.19725 0.66578
C 5.97611 2.11866 0.28704
H 4.55370 1.29362 1.72666
H 3.89393 1.37581 0.10026
H 5.77271 3.13915 0.60174
H 6.89378 1.79393 0.78469
H 6.13683 2.11688 -0.79317
C 4.71635 -1.13389 -1.18816
C 5.63593 -2.25962 -1.71275
H 4.70349 -0.29073 -1.89543
H 3.67473 -1.45951 -1.03610
H 5.38752 -2.51240 -2.75227
H 6.68512 -1.92777 -1.68721
H 5.53917 -3.16576 -1.09560
C 4.60792 -1.64088 1.61313
C 5.56450 -1.90747 2.78282
H 4.36141 -2.57664 1.08870
H 3.64577 -1.19550 1.91499
H 5.10488 -2.59395 3.50408
H 6.48778 -2.37421 2.40807
H 5.81886 -0.97093 3.29876
C -0.64754 -2.96071 1.72105
C -1.16365 -4.34523 2.12854
H -1.08758 -2.20529 2.39256
H 0.43185 -2.90841 1.90623
H -2.18275 -4.26832 2.52371
H -1.13183 -5.10158 1.33546
H -0.52687 -4.68674 2.94962
C 0.27465 -3.27496 -1.10512
C -0.07933 -3.06676 -2.58496
H 0.15450 -4.33484 -0.83866
H 1.30101 -2.97657 -0.84584
H -1.00228 -3.60205 -2.85511
H -0.23230 -2.00725 -2.80970
H 0.73560 -3.41038 -3.23672
C -2.48911 -2.90597 -0.60468
C -3.69744 -2.56144 0.25195
H -2.38469 -3.98438 -0.78311
H -2.57136 -2.44635 -1.59969
H -4.27154 -1.74961 -0.20904
H -4.35190 -3.43654 0.33868
H -3.41559 -2.24004 1.25795
N -0.55960 0.10482 5.25919
N -0.92215 1.15207 4.43323
N -2.02786 1.87241 4.72132
C -2.10358 2.66490 3.64023
N -1.13086 2.42380 2.73925
N -0.35259 1.40739 3.27867
H 0.39431 -0.17175 5.06471
H -0.77173 0.34895 6.21897
H -2.84150 3.44121 3.46095
*
```

---

# 4
Density functional theory data (the ωB97M-V functional and the def2-TZVPD basis) for a cluster of 2 separate species, C4H11NO in total.

Properties
SMILES string   C1CCNC1.O
HOMO energy   -0.3364 hartree
Frontier orbital gap   10.1 eV

```
! RIJCOSX wB97M-V def2-TZVPD def2/J DEFGRID3
* xyz 0 1
C -0.26424 -1.08260 0.44205
C 1.10630 -0.44424 0.51815
C 1.22068 -0.02022 -0.92883
N -0.04342 0.58985 -1.19858
C -0.99934 -0.36866 -0.68961
H -0.79269 -1.06000 1.41452
H -0.16802 -2.14204 0.13584
H 1.95233 -1.06773 0.86591
H 1.08317 0.46992 1.14203
H 1.38764 -0.88045 -1.60529
H 1.98587 0.74494 -1.16221
H -0.22473 0.64572 -2.20892
H -1.86097 0.21017 -0.30490
H -1.36897 -1.02158 -1.50356
O -0.95984 2.20525 1.73824
H -0.59811 1.63427 1.02312
H -1.45563 1.58746 2.32201
*
```

---

For reference, energy above the lowest of the compared OMol25 structures with the same formula, charge and spin by record: 0.000, 0.000, 0.574, 1.046 eV.